Molecular formula: C8H34O11
Method: DFT, ωB97M-V with the def2-TZVPD basis set

ORCA input file:
```
! RIJCOSX wB97M-V def2-TZVPD def2/J DEFGRID3
* xyz 0 1
H 2.5848 0.8161 -0.6919
H -1.0557 0.9058 0.4429
H 0.9479 2.1613 2.1497
H -0.0084 -4.2458 -1.7796
H 1.0282 -1.1721 -2.2197
O 1.4991 2.0182 1.3805
H 2.1049 -0.7309 3.8391
H 0.0123 3.2574 -2.4962
H 2.1765 2.6958 1.4148
H -1.6822 -4.7737 1.0815
H -2.4215 3.5299 -0.7166
H -2.3798 4.0115 -2.4160
H -1.3597 0.1258 -3.8285
C -0.9550 1.0602 -3.4417
O -2.2198 1.5545 3.6228
O 2.3939 -3.5727 1.6632
H 3.3263 -3.4010 1.5448
C -2.2547 0.8790 -1.3420
H -0.0041 2.6160 -0.9968
H -0.4725 1.9474 4.3442
H -1.3128 4.8865 -1.3782
C -0.7224 2.8481 -1.8014
H 1.8234 2.1927 -2.7152
H 3.0793 2.4139 -3.4668
H 0.2180 -1.2151 -3.5788
H -1.1600 2.2694 3.1413
O 2.9551 -0.5116 3.4975
H -4.6255 -0.9427 1.5901
H 3.2196 -1.5374 -0.3594
H 2.7660 -0.5604 2.5533
C -1.3608 1.5533 -2.2774
O -0.0811 -3.7704 -0.9577
H -0.1344 1.4039 -4.0512
H -4.5972 0.1438 0.0692
O 3.8741 -2.2220 -0.3359
C -1.9862 0.6679 -0.0643
O 0.5911 -1.7309 -2.8639
H -3.0436 1.7152 3.1859
O 1.9398 0.1308 -0.8844
H -2.0116 0.6292 3.4738
H -2.2159 -0.4803 1.7796
O -0.3492 2.5569 3.5962
H 4.1711 -2.2943 -1.2147
H -0.2376 -4.4367 0.8779
H 1.3190 0.1644 -0.1459
H -0.0468 -2.8447 -1.2397
C -4.0679 -0.3779 0.8622
O -0.8438 -4.7839 1.5352
O 2.3302 1.8021 -3.4407
C -2.7561 -0.1336 0.9084
H -3.2008 0.5638 -1.7614
C -1.7918 3.9209 -1.5001
H 2.0469 -3.8169 0.8158
*
```

Summary:
SMILES ... C=C/C=C/C(=C)CC.O.O.O.O.O.O.O.O.O.O.O
Lowest unoccupied orbital energy ... -0.1 eV
Kohn-Sham gap ... 9.019 eV
Relative energy (zero: lowest compared OMol25 entry of this formula, charge and spin) ... 39.8 kcal per mole
Strongest force on any atom ... 3.83 eV/Å

=====

Molecular formula: C3H9NO2S
Method: DFT, ωB97M-V with the def2-TZVPD basis set

ORCA input file:
```
! RIJCOSX wB97M-V def2-TZVPD def2/J DEFGRID3
* xyz 0 1
N 0.7033 -0.2285 -0.9205
S 1.0787 1.8488 1.0932
H 1.9248 -2.5395 0.8461
H 0.5897 2.4065 2.1957
H 1.5764 0.0766 -1.2130
O 1.2035 -2.8098 1.4639
H -1.6752 -0.0181 -2.5436
H 1.6951 -3.3337 2.1171
C -1.6573 -0.0618 -1.4981
C -0.5714 1.3478 0.3935
H -0.4211 1.3586 -1.7527
H -1.1490 0.7197 1.1193
C -0.4159 0.6489 -0.8852
O -2.3532 -0.7527 -0.7419
H 0.7523 -0.7842 -0.0129
H -1.2805 2.1215 0.3390
*
```

Summary:
SMILES ... N[C@@H](C=O)CS.O
Lowest unoccupied orbital energy ... 0.6 eV
Kohn-Sham gap ... 9.593 eV
Relative energy (zero: lowest compared OMol25 entry of this formula, charge and spin) ... 65.0 kcal per mole
Strongest force on any atom ... 6.66 eV/Å

=====

Molecular formula: C8H19BBrO4P
Method: DFT, ωB97M-V with the def2-TZVPD basis set

ORCA input file:
```
! RIJCOSX wB97M-V def2-TZVPD def2/J DEFGRID3
* xyz 0 1
Br -0.1235 4.2333 -0.3864
H -0.7004 -3.0385 -0.4395
H -2.1104 2.7475 3.4192
O -1.3059 1.6243 -0.1689
H -2.5449 -2.2078 -2.0749
H 0.0658 3.9087 2.3531
H 1.9885 1.0648 -1.7247
C -0.6073 -2.1429 -1.0633
H -2.6319 -1.6534 -0.4015
C -0.3608 -0.6524 0.9834
O 2.1038 1.9480 -1.3546
O 2.7723 1.9867 0.9575
H 1.8808 -2.5303 -0.6074
H -1.9787 -0.5668 -1.5961
H -1.4477 -0.7152 0.9926
H -2.0516 2.2113 0.0181
B 1.8107 1.9925 -0.0157
C -2.0368 -1.6196 -1.3140
H 0.2837 -0.2360 -1.0525
C -0.3546 2.9220 2.2179
H 2.7706 1.1625 1.4626
H -0.0464 -1.4146 1.7048
H -0.1599 -1.5985 -3.0771
H 2.4548 -0.8567 -0.4387
H 1.0323 -2.7201 -2.4273
H -0.8884 1.3767 3.6092
H 1.8792 -1.7514 0.9438
C 0.2523 -1.0798 -0.3529
H -0.6011 -3.2768 -2.9118
C -1.1518 2.3171 3.1390
O 0.1403 0.5690 1.4909
C 1.6995 -1.5764 -0.1187
C -0.0279 -2.4795 -2.4410
P -0.0045 2.0526 0.6749
*
```

Summary:
SMILES ... C=CP(O)(Br)(OC[C@@H](C)C(C)C)B(O)O
Lowest unoccupied orbital energy ... -0.4 eV
Kohn-Sham gap ... 8.374 eV
Strongest force on any atom ... 2.10 eV/Å

=====

Molecular formula: C4H4LiO
Method: DFT, ωB97M-V with the def2-TZVPD basis set

ORCA input file:
```
! RIJCOSX wB97M-V def2-TZVPD def2/J DEFGRID3
* xyz -1 1
Li -1.3019 -1.9859 3.2916
H 0.8195 0.9679 -3.2413
H -1.2680 -0.5810 0.3286
C 0.6873 0.5586 -1.0093
C 0.7364 0.0939 0.3370
C -0.3203 -0.5759 0.9066
H -1.5806 1.8179 -1.3538
H 1.6757 0.1839 0.8917
O -0.3384 -1.1157 2.0683
C 0.8904 0.6364 -2.2195
*
```

Summary:
Lowest unoccupied orbital energy ... 1.3 eV
Kohn-Sham gap ... 1.975 eV
Relative energy (zero: lowest compared OMol25 entry of this formula, charge and spin) ... 61.9 kcal per mole
Strongest force on any atom ... 2.55 eV/Å

=====

Molecular formula: C7H16NOPSTb
Method: DFT, ωB97M-V with the def2-TZVPD basis set

ORCA input file:
```
! RIJCOSX wB97M-V def2-TZVPD def2/J DEFGRID3
* xyz 1 7
H -1.4399 -1.4829 -2.7420
H -1.9813 0.1931 -2.6344
H 1.0643 -2.4278 0.5885
Tb 0.2403 1.0422 0.8008
H 1.2820 -2.1384 -2.5937
N -0.0651 0.2896 3.0181
C -1.6598 -0.6085 0.3952
C 0.3942 -0.2114 4.2491
H -0.2515 -0.1757 6.3392
P 0.3068 0.0061 -1.9116
H -0.9569 -0.3145 -4.0164
C 0.7225 1.6389 -2.6481
H 0.7708 1.5919 -3.7386
C -1.1385 -0.4415 -2.9349
H 1.6860 1.9275 -2.2342
H -1.8355 1.3124 2.3058
H 1.5897 -0.9147 -3.8705
H 2.5041 -0.8859 -2.3283
C -0.4222 0.0857 5.3002
H -1.4185 1.8015 -0.0681
H -0.0472 2.3358 -2.3230
C 1.5211 -1.0787 -2.7802
O -2.5020 -1.3489 0.0455
H 2.2252 0.8855 0.2778
S -1.8370 0.9700 4.7656
H 1.1705 -2.2342 1.3179
H 1.3479 -0.7201 4.2808
C -1.2699 0.9030 3.1395
*
```

Summary:
Lowest unoccupied orbital energy (spin up / spin down) ... -4.2 / -4.0 eV
Kohn-Sham gap (spin up / spin down) ... 7.861 / 7.952 eV
Relative energy (zero: lowest compared OMol25 entry of this formula, charge and spin) ... 0.0 kcal per mole
Strongest force on any atom ... 5.93 eV/Å